[1]
ORCA calculation (wB97M-V/def2-TZVPD) on a gas-phase ion, C6H8NO (charge +1) at a distorted geometry.

Results
energy relative to the best compared isomer or geometry (same formula, charge and spin) = 66.6 kcal/mol
E_LUMO = -4.843 eV
M = 110.14 g mol⁻¹
F_max = 5.7 eV/A
total charge = +1
DFT total energy = -362.991104 Ha
SMILES string = C=C[C@]12C[N@@+]1(C)C2=O
spin multiplicity = 1

XYZ file:
```
16
Properties=species:S:1:pos:R:3:mulliken_charge:R:1
C 1.9111 1.1349 -0.0718 0.421
C -1.9041 1.2729 0.2104 -0.642
C -0.5542 1.3092 0.3642 -0.448
C 0.5257 0.2281 -1.7195 -0.377
C 0.4991 1.0708 -0.5711 0.658
C 1.2320 -1.2798 0.5620 -0.760
N 1.5171 -0.2615 -0.3227 0.103
O 2.8408 1.5181 0.5258 -0.357
H -2.6433 1.3240 1.0413 0.272
H -2.3176 1.0943 -0.8087 0.254
H -0.3045 1.3912 1.4059 0.329
H -0.4037 -0.4397 -1.7927 0.287
H 0.9157 0.3513 -2.7287 0.279
H 0.2006 -1.6055 0.3089 0.334
H 1.9378 -2.1798 0.5435 0.280
H 1.2054 -0.9129 1.5419 0.369
```



[2]
ORCA calculation (wB97M-V/def2-TZVPD) on a gas-phase ion, C6H8NO (charge +1) at a distorted geometry.

Results
energy relative to the best compared isomer or geometry (same formula, charge and spin) = 32.4 kcal/mol
E_LUMO = -3.412 eV
M = 110.14 g mol⁻¹
F_max = 4.7 eV/A
total charge = +1
DFT total energy = -363.045597 Ha
SMILES string = O=C1CC[NH2+]C12C=C2
spin multiplicity = 1

XYZ file:
```
16
Properties=species:S:1:pos:R:3:mulliken_charge:R:1
C 1.9102 1.2483 -0.5898 -0.374
C 1.7049 1.2274 0.7000 -0.552
C 0.6755 -1.1043 -0.1408 0.473
C -0.7648 -1.5691 -0.1747 -0.499
C -1.5345 -0.3765 0.2726 -0.605
C 0.7514 0.4416 -0.0792 0.300
N -0.7611 0.8048 -0.2516 -0.171
O 1.6259 -1.7719 0.1074 -0.460
H 2.5184 1.4559 -1.3812 0.444
H 1.9340 1.6381 1.7102 0.344
H -1.0145 -1.9155 -1.0964 0.339
H -0.9402 -2.4262 0.6429 0.283
H -2.4887 -0.1988 -0.0090 0.479
H -1.6529 -0.1823 1.4114 0.304
H -1.0764 0.9606 -1.1784 0.349
H -0.8870 1.7678 0.0567 0.347
```



[3]
ORCA calculation (wB97M-V/def2-TZVPD) on a single C6H8NOP molecule at a distorted geometry.

Results
energy relative to the best compared isomer or geometry (same formula, charge and spin) = 0.0 kcal/mol
E_LUMO (spin up / spin down) = 0.259 / -3.296 eV
M = 141.11 g mol⁻¹
F_max = 5.3 eV/A
DFT total energy = -704.598619 Ha
spin multiplicity = 3

XYZ file:
```
17
Properties=species:S:1:pos:R:3:mulliken_charge:R:1
C 1.0915 1.3568 -0.1700 -0.235
C 1.9037 0.3620 -0.5902 -0.321
C -0.7926 -0.0386 0.1960 0.358
C -0.0830 1.1701 0.6760 -0.804
C 1.5489 -0.9119 -0.0348 -1.007
C -0.0235 -1.1852 -0.1883 -0.524
N -2.1144 -0.0467 0.1649 -0.046
O -4.5869 -0.5368 0.3344 -0.395
P -3.5297 -0.1881 -0.5559 0.113
H 1.2450 2.3935 -0.5077 0.344
H 2.7162 0.5523 -1.3032 0.400
H 0.3433 1.2505 1.6447 0.259
H -0.8490 1.9478 0.6283 0.353
H 1.9662 -1.6896 -0.4498 0.560
H 1.6105 -0.8451 0.9964 0.276
H -0.3718 -2.0214 0.3658 0.371
H -0.0744 -1.5694 -1.2064 0.298
```



- energy relative to the best compared isomer or geometry (same formula, charge and spin) of number 1 (C6H8NO)?
  66.6 kcal/mol